C23H45FN7 | ωB97M-V/def2-TZVPD

Net charge = +1
Orbital gap = 9.60 eV
HOMO = -13.04 eV
Molecular weight = 438.660 g/mol

XYZ file:
```
76
Properties=species:S:1:pos:R:3:forces:R:3
C -1.569502 -5.689287 -1.429097 0.63 1.05 -0.45
C -0.727934 -5.518226 -2.773768 -0.19 -1.03 0.36
C 0.716195 -6.219046 -2.667247 -1.00 -0.09 -0.89
C 1.848951 -5.386716 -3.408724 -0.68 -1.17 -0.52
N 2.945448 -4.876095 -2.543366 -0.31 0.93 1.36
C 2.494689 -4.096571 -1.431261 -0.09 -0.27 0.82
N 2.143992 -4.630642 -0.166016 0.47 0.21 -2.36
N 2.420720 -2.783681 -1.541091 -0.23 -0.20 -0.07
C 2.772643 -2.027657 -2.757574 0.60 0.74 -1.19
C 1.580776 -1.909663 -3.796133 0.09 -0.36 -0.31
F 1.999616 -2.260994 -5.106813 -0.12 0.27 1.37
H -2.665813 -5.479135 -1.576632 1.16 -0.30 0.07
H -1.179458 -4.894910 -0.720466 -0.51 -1.09 -0.36
H -1.429518 -6.717009 -1.005984 -0.16 0.97 -0.32
H -1.327379 -6.036767 -3.579190 0.85 0.76 0.61
H -0.576232 -4.446204 -3.069107 -0.46 -0.86 0.39
H 0.938401 -6.449417 -1.592967 -0.02 0.23 -1.03
H 0.607196 -7.203248 -3.214417 0.32 0.96 0.84
H 1.368402 -4.555213 -3.975881 0.61 -0.53 0.51
H 2.321384 -6.056244 -4.185966 -0.26 0.91 0.93
H 3.610075 -5.599763 -2.265531 -0.44 0.13 0.05
H 2.276836 -5.637684 -0.116658 -0.21 0.33 0.04
H 1.221237 -4.332992 0.151260 0.48 0.05 0.26
H 2.124927 -2.244799 -0.710062 0.22 -0.24 -0.43
H 3.679417 -2.528407 -3.203821 -1.22 0.40 0.17
H 3.095623 -0.971705 -2.518557 -0.39 -1.35 0.37
H 1.182821 -0.862466 -3.861961 0.36 -1.04 0.16
H 0.772487 -2.639102 -3.528308 0.56 0.85 -0.13
C 2.065554 3.301055 -1.012284 0.12 -0.07 -0.10
C 0.858979 2.491277 -1.468695 0.34 0.27 -0.05
C 0.206896 1.694521 -0.335033 -0.26 0.11 -0.30
C 1.103451 0.673550 0.212748 -0.11 0.12 0.17
N 1.816993 -0.116560 0.647947 -0.08 -0.28 -0.39
H 2.862009 2.655230 -0.633153 -0.06 -0.01 0.07
H 2.472028 3.873145 -1.847677 -0.09 -0.08 0.18
H 1.788106 4.004262 -0.223040 0.01 -0.03 -0.03
H 1.161519 1.817038 -2.276412 -0.11 -0.02 0.04
H 0.116002 3.175484 -1.885819 -0.06 -0.15 0.05
H -0.695068 1.208673 -0.717648 0.06 -0.15 0.18
H -0.112583 2.373012 0.460407 0.14 -0.11 0.10
C 3.390592 7.294885 0.594995 0.03 -0.02 0.04
C 4.380983 7.818659 -0.438248 -0.04 -0.13 0.36
C 3.751968 8.031442 -1.817433 0.33 0.17 0.07
C 3.281986 6.777459 -2.412089 -0.12 0.14 -0.06
N 2.905809 5.793379 -2.869864 0.11 0.20 -0.03
H 2.999590 6.314502 0.313826 -0.02 0.04 -0.02
H 3.878380 7.190333 1.566039 -0.07 0.01 -0.04
H 2.547596 7.980068 0.712101 0.02 -0.06 0.01
H 5.224196 7.126465 -0.513281 -0.03 0.08 -0.10
H 4.782122 8.772870 -0.087413 0.00 -0.02 -0.16
H 4.493283 8.482694 -2.481641 -0.12 -0.11 -0.11
H 2.922141 8.738460 -1.743816 -0.07 -0.15 -0.06
C -2.760168 1.748519 3.257758 -0.04 -0.02 0.09
C -3.952056 2.595127 2.830003 0.14 -0.27 0.21
C -3.634608 3.533169 1.663184 -0.37 -0.02 0.13
C -2.623828 4.536299 2.015208 0.00 -0.06 -0.17
N -1.824660 5.313516 2.292044 -0.03 -0.10 -0.02
H -1.936518 2.368755 3.617481 -0.02 -0.02 -0.03
H -3.046548 1.076588 4.068797 0.11 0.03 -0.04
H -2.394326 1.138815 2.425748 0.01 0.01 0.01
H -4.311167 3.170851 3.686994 -0.01 0.03 -0.12
H -4.765417 1.928504 2.530104 -0.02 0.15 -0.06
H -4.552328 4.042835 1.359000 0.16 0.12 -0.05
H -3.295235 2.952287 0.801536 0.11 0.10 0.03
C -4.597246 -2.271191 3.157016 0.05 0.00 -0.06
C -4.291215 -3.239422 4.293735 -0.02 0.03 -0.35
C -4.464702 -2.611468 5.678224 0.03 -0.35 -0.01
C -3.521625 -1.514235 5.911200 -0.14 0.05 0.09
N -2.787394 -0.648229 6.085506 -0.03 -0.10 -0.09
H -3.914651 -1.418076 3.163198 -0.04 0.00 0.05
H -4.489999 -2.774243 2.193358 -0.05 0.05 0.04
H -5.620040 -1.893433 3.229248 0.05 0.00 -0.02
H -3.272272 -3.619862 4.179424 -0.05 0.01 0.12
H -4.963027 -4.098019 4.213650 0.05 0.03 0.13
H -4.310385 -3.379649 6.439960 0.04 0.16 0.07
H -5.488768 -2.249673 5.797824 0.10 0.12 0.02
```
Positions in Å, forces in eV/Å.

***

C23H45N2O3P3Pb | ωB97M-V/def2-TZVPD

Net charge = +4
Orbital gap (spin up / spin down) = 3.81 / 3.09 eV
HOMO (spin up / spin down) = -17.80 / -17.79 eV
Molecular weight = 697.746 g/mol

XYZ file:
```
77
Properties=species:S:1:pos:R:3:forces:R:3
P 3.489645 -0.656960 0.215812 2.89 -0.64 -0.09
C 4.157605 -0.914664 1.903886 -1.00 0.22 0.58
H 5.249045 -0.951586 2.001926 -0.04 0.11 -0.69
H 3.764902 -1.849128 2.327716 -0.08 0.27 -0.17
H 3.812700 -0.082090 2.532566 0.04 -0.22 -0.03
C 3.914887 -2.206008 -0.687932 -1.12 -0.28 -0.10
H 3.633118 -2.087980 -1.748246 0.16 -0.14 0.31
H 3.309302 -3.015310 -0.247590 0.27 0.11 -0.26
H 4.973983 -2.506065 -0.645780 -0.21 0.45 0.22
C 4.621672 0.546829 -0.606574 -0.81 0.70 -0.09
H 5.671867 0.231718 -0.693076 -0.36 -0.37 0.25
H 4.608611 1.506674 -0.067135 -0.04 -0.26 -0.22
H 4.231995 0.710188 -1.626321 0.24 0.09 0.30
P -0.974636 3.298350 -0.154768 -0.42 1.80 -0.82
C -1.099104 4.394193 1.310976 0.19 -0.64 0.57
H -1.529550 5.385774 1.135502 0.00 -0.20 -0.49
H -0.106015 4.539091 1.755009 -0.17 -0.11 -0.10
H -1.731949 3.891761 2.056189 0.17 0.13 -0.11
C 0.111084 4.194630 -1.343173 0.52 -0.37 0.09
H 0.077527 3.676922 -2.318622 0.04 0.23 0.31
H 1.145312 4.161863 -0.964774 -0.27 0.08 -0.22
H -0.154394 5.251717 -1.503097 -0.16 -0.37 0.19
C -2.600341 3.439358 -1.014982 -0.20 -0.67 0.18
H -2.859397 4.459906 -1.336561 0.35 -0.19 0.20
H -3.403168 3.081946 -0.350771 0.21 0.09 -0.28
H -2.560450 2.788006 -1.906475 -0.18 0.27 0.27
P -2.684469 -2.315816 0.365864 -1.52 -3.54 -0.05
C -3.466159 -2.789455 1.938623 0.33 0.96 0.73
H -4.063436 -3.704225 1.895330 0.11 -0.07 -0.61
H -4.131007 -1.988864 2.283569 0.12 -0.07 -0.01
H -2.691766 -2.946082 2.702023 -0.09 0.14 -0.19
C -3.983466 -2.288098 -0.915999 0.15 1.25 -0.21
H -4.694255 -3.121780 -0.854256 0.35 -0.05 0.32
H -3.504756 -2.311950 -1.908597 -0.22 0.03 0.30
H -4.556230 -1.356579 -0.813220 -0.02 -0.22 -0.20
C -1.737876 -3.818318 -0.157148 1.18 0.44 0.07
H -2.375612 -4.721010 -0.261824 -0.10 0.72 0.08
H -0.948736 -4.054575 0.583267 -0.35 0.18 -0.41
H -1.260531 -3.603263 -1.137935 -0.22 -0.30 0.53
Pb 0.166465 -0.300315 -1.748996 0.09 1.27 6.55
C 1.381084 1.596238 0.524657 0.91 0.38 1.71
O 1.825517 2.005624 1.491426 -0.83 -0.53 -1.68
C -2.280756 0.176293 0.634556 -1.28 3.41 3.93
O -2.614346 0.855961 1.523438 1.32 -3.16 -3.82
C -1.289500 -0.396976 -3.760733 0.07 -0.32 -0.78
C -0.626742 -1.647928 -3.606191 0.27 -0.44 -1.45
C 0.804171 -1.702403 -3.584141 0.19 -0.54 -1.83
C 1.564402 -0.494516 -3.706337 0.15 -0.60 -1.37
C 0.894240 0.755942 -3.849335 0.32 -0.16 -0.73
C -0.528470 0.802937 -3.855848 -0.06 -0.18 -0.64
H -2.384939 -0.381389 -3.804047 0.42 0.16 0.02
H -1.192837 -2.594784 -3.577872 0.26 0.61 0.02
H 1.325425 -2.689235 -3.605718 -0.47 0.89 0.31
H 2.666194 -0.564986 -3.755782 -0.68 0.18 0.10
H 1.498341 1.667525 -3.963414 -0.39 -0.32 0.09
H -1.036186 1.766791 -3.900944 0.09 -0.20 -0.19
C 1.030727 -3.456814 2.665580 0.10 -0.09 0.09
N 0.735133 -2.541413 3.750236 -0.15 0.65 -1.06
C 0.751241 -3.104224 5.084083 -0.10 -0.38 0.67
C 0.704408 -2.015362 6.132785 0.25 0.18 0.47
C -0.318018 -0.954487 5.764849 -0.08 -0.54 0.85
N -0.031284 -0.440798 4.451489 0.30 -0.59 -1.46
C -0.565449 0.852974 4.134083 -0.15 0.54 0.16
C 0.349513 -1.262134 3.420459 -0.05 -0.34 0.99
O 0.359446 -0.878935 2.223862 -0.19 0.14 -0.31
H 0.276081 -4.254331 2.613007 0.16 0.00 0.06
H 2.013566 -3.922725 2.810861 -0.21 -0.02 0.02
H 1.033455 -2.898432 1.731443 0.02 -0.07 0.02
H -0.092272 -3.805605 5.221236 0.21 0.21 -0.17
H 1.673129 -3.688713 5.208185 -0.21 0.07 -0.09
H 1.694133 -1.544803 6.220597 -0.24 -0.08 0.01
H 0.458010 -2.450122 7.111923 0.12 0.13 -0.32
H -0.268223 -0.121635 6.475344 -0.06 -0.17 -0.14
H -1.336019 -1.386781 5.825083 0.23 0.26 -0.11
H -1.656355 0.861825 4.226814 -0.01 0.04 0.01
H -0.161085 1.591437 4.829727 -0.06 0.00 -0.05
H -0.287754 1.123279 3.122835 0.03 0.06 -0.04
```
Positions in Å, forces in eV/Å.

***

C23H45N2O9S3 | ωB97M-V/def2-TZVPD

Net charge = -1
Orbital gap = 6.09 eV
HOMO = -4.21 eV
Molecular weight = 589.819 g/mol

XYZ file:
```
82
Properties=species:S:1:pos:R:3:forces:R:3
C 1.028848 1.511896 2.466882 0.14 0.13 0.95
O 2.083049 1.469900 1.463391 -0.85 1.08 -0.30
C 1.932459 2.566232 0.523728 -0.49 0.92 0.49
C 2.891986 3.826352 0.855741 -1.02 -0.07 -0.56
C 2.374150 5.128839 0.023930 1.30 0.28 0.43
C 1.604199 6.189405 0.953686 -0.40 -0.09 -0.47
C 0.399727 5.547402 1.819361 0.06 1.22 0.35
C -0.995925 5.829554 1.066291 0.01 0.70 0.59
N -2.078918 4.864807 1.387642 1.57 0.18 -1.21
C -2.177805 3.749581 0.416710 -2.37 -0.53 0.75
C -2.613314 4.203471 -1.081058 1.80 -0.63 -1.00
C -1.280395 4.014910 -1.992242 -0.75 -0.72 -0.27
N -0.888350 2.858713 -2.485612 -1.25 2.76 1.52
C -3.389819 2.787789 0.928915 -4.47 -2.04 2.84
O -3.643225 1.675704 0.318174 1.85 2.83 0.35
O -4.217211 3.121670 1.979659 4.09 0.15 -4.06
H 1.215246 0.627817 3.165647 -0.36 1.60 -1.18
H -0.006952 1.445117 1.984600 1.47 -0.03 0.71
H 1.069428 2.458749 3.116301 0.12 -0.97 -1.05
H 2.065414 2.196298 -0.559914 0.02 0.53 1.69
H 0.861263 2.957119 0.624424 1.33 -0.57 -0.44
H 2.818855 4.137764 1.965639 0.30 -0.92 -1.64
H 3.950676 3.514832 0.568371 -1.28 0.68 0.55
H 1.763379 4.847309 -0.899919 0.71 0.23 1.33
H 3.336060 5.657626 -0.343202 -1.60 -0.72 0.30
H 2.354956 6.781424 1.596789 -1.06 -1.17 -0.81
H 1.127839 6.978505 0.253262 0.75 -1.12 1.07
H 0.349567 6.130511 2.815392 0.08 -1.05 -1.41
H 0.555903 4.455880 2.101182 -0.29 1.42 -0.64
H -1.351444 6.873221 1.418604 0.62 -1.53 -0.61
H -0.758941 5.942593 -0.047580 -0.45 -0.31 1.15
H -2.981031 5.316165 1.573064 0.46 -0.68 -0.24
H -1.249235 3.078898 0.387251 -1.21 1.23 0.07
H -3.385515 3.481354 -1.514092 0.96 0.97 0.84
H -2.995826 5.282639 -1.132368 0.62 -1.54 0.24
H -0.681430 4.987473 -2.164834 -0.61 -1.70 0.07
H -1.601062 2.174559 -2.159888 0.45 0.20 -0.26
C 1.468275 -3.681280 0.433206 -0.26 -0.13 0.17
C 0.107311 -4.136672 0.965891 -0.06 -0.10 -0.17
C -0.053650 -3.556108 2.371901 -0.28 -0.51 0.02
S 0.914401 -2.054126 2.405476 -0.47 0.07 -0.46
O 2.010146 -2.228524 3.334682 -0.12 0.26 0.13
O 0.021125 -0.920428 2.469830 0.18 -0.95 0.34
C 1.553836 -2.193159 0.746540 0.24 -0.12 -0.46
H 1.569629 -3.871433 -0.633585 -0.05 0.05 0.24
H 2.267745 -4.220811 0.950241 0.00 0.08 -0.14
H -0.683404 -3.751752 0.316492 0.11 0.01 0.14
H 0.020737 -5.226117 0.977587 0.02 0.07 0.05
H -1.092449 -3.317374 2.593193 0.24 0.06 0.11
H 0.342948 -4.233183 3.130839 0.06 0.16 -0.01
H 2.570241 -1.802275 0.706195 -0.11 0.11 0.15
H 0.901730 -1.614753 0.088160 0.00 0.04 0.17
C -5.884336 -3.603122 0.233535 -0.16 -0.06 0.08
C -5.977616 -2.215464 0.872607 -0.13 0.12 -0.18
C -4.782753 -2.062987 1.815281 -0.36 0.41 0.23
S -3.486221 -3.101127 1.151270 -0.21 0.74 -0.24
O -3.228086 -4.173124 2.088711 0.23 -0.01 -0.10
O -2.431101 -2.267201 0.625427 -0.01 -0.56 0.26
C -4.435446 -3.756742 -0.210102 -0.32 -0.30 -0.34
H -6.574362 -3.710343 -0.606227 0.06 -0.02 0.05
H -6.132479 -4.369220 0.975723 0.05 0.00 -0.08
H -5.929759 -1.450461 0.091240 0.04 -0.03 0.12
H -6.920408 -2.079153 1.406814 0.11 0.02 -0.03
H -4.432722 -1.029866 1.857884 0.17 -0.08 -0.01
H -5.017821 -2.417986 2.820207 0.15 -0.07 -0.09
H -4.150708 -4.791927 -0.398198 0.15 0.09 0.08
H -4.225755 -3.142912 -1.088818 0.06 0.00 0.13
C 3.476685 -3.200849 -4.379298 -0.06 0.18 0.02
C 4.994024 -3.021096 -4.297730 0.07 0.08 -0.21
C 5.446911 -3.555611 -2.937434 0.42 0.42 -0.16
S 4.261906 -4.814387 -2.474734 0.08 -0.24 -0.08
O 3.544952 -4.363156 -1.304290 0.57 -0.40 -0.36
O 4.895355 -6.112386 -2.538368 -0.20 0.20 0.31
C 3.201938 -4.619244 -3.896794 -0.30 0.14 -0.37
H 3.103597 -3.042964 -5.393169 0.00 -0.01 0.10
H 2.983365 -2.478752 -3.720754 -0.01 -0.08 -0.07
H 5.472464 -3.596037 -5.097419 -0.05 0.03 0.07
H 5.284574 -1.976230 -4.426934 -0.01 -0.11 0.02
H 6.442063 -3.998166 -2.989515 -0.15 -0.06 0.18
H 5.426292 -2.775792 -2.174221 -0.08 -0.16 0.02
H 2.162937 -4.782493 -3.611480 0.12 -0.09 0.12
H 3.507284 -5.355285 -4.643792 0.01 0.00 0.13
```
Positions in Å, forces in eV/Å.

***

Question: Which of these has the lowest net charge?
Answer: C23H45N2O9S3